(1)
ORCA calculation (ωB97M-V/def2-TZVPD) on a cluster of 8 separate species, C20H60N12O8 in total.

The geometry in XYZ format:
```
100
Properties=species:S:1:pos:R:3:lowdin_charge:R:1
N 3.441 3.064 -1.547 0.163
H 2.384 -0.278 3.102 0.063
O -1.089 3.318 1.132 -0.035
H -2.526 -0.459 -4.412 0.090
H 0.173 -2.646 4.775 0.049
N 0.631 -3.080 3.985 0.033
H 1.192 -0.226 4.335 0.059
H 4.047 1.945 -4.512 0.111
H 0.747 2.190 -0.424 0.091
H 2.896 -3.266 2.562 0.132
H -1.609 -4.388 -1.810 0.139
H -2.048 2.695 2.770 0.076
H -4.489 0.032 2.652 0.122
H -4.369 -2.285 0.577 0.079
N -3.870 3.318 1.710 0.193
N -0.956 5.135 -0.163 0.180
C -4.613 -1.285 0.936 -0.008
H -3.561 -0.792 -3.001 0.077
H -6.903 -0.599 4.705 0.122
H -4.117 -0.533 0.323 0.094
C -2.012 -2.307 -1.708 -0.183
H -0.033 -3.449 -2.560 0.067
O 0.580 -0.733 -1.048 0.031
N 0.211 -3.447 -1.579 0.060
N 0.669 4.815 1.206 0.193
H 1.416 1.341 -1.881 0.102
C -1.201 -3.524 -1.285 -0.443
C -7.066 -0.927 3.679 0.051
H -2.561 -0.703 3.417 0.110
C 5.790 1.647 -6.645 -0.139
H -2.988 3.295 1.217 0.079
C 3.373 -2.252 0.079 -0.039
H -1.587 -1.541 -1.059 0.086
H -2.713 2.678 4.376 0.128
H 3.037 3.665 -2.250 0.124
H 2.859 -1.246 -5.140 0.088
H 4.570 1.848 0.091 0.098
H -1.912 4.988 -0.453 0.119
H 5.335 2.610 -6.877 0.088
C 4.072 -0.148 -3.742 -0.419
H 0.310 -1.681 2.366 0.088
N -0.400 0.602 0.485 0.202
O -5.037 2.471 3.334 0.043
C -4.802 -1.889 3.521 -0.094
H 2.378 -1.500 -3.421 0.072
H -0.905 -3.014 0.835 0.049
C 0.376 0.317 -0.508 -0.773
H 1.093 4.360 2.003 0.123
C -0.492 4.322 0.768 -0.676
C 2.778 -0.796 -4.151 -0.046
H -6.686 -0.117 3.057 0.105
C 4.654 1.043 -4.584 -0.140
H -2.257 -4.176 0.403 0.061
H -5.675 -1.322 0.692 0.089
H -0.666 -4.773 0.389 0.082
H -0.941 -0.162 0.863 0.079
O -1.832 -1.851 -3.093 -0.187
H 4.423 2.996 1.342 0.117
N 4.441 2.816 0.349 0.176
N -2.856 2.702 3.377 0.177
H -4.661 -1.507 4.532 0.157
H 6.749 1.691 -6.129 0.090
H 5.936 1.174 -7.616 0.092
H 0.522 -2.494 -1.457 0.017
H 4.863 -0.891 -3.843 0.136
H 2.910 -2.141 -0.902 0.055
C -4.005 2.779 2.822 -0.894
H 4.258 -1.617 0.132 0.078
H -0.514 5.940 -0.583 0.126
H 3.735 -3.265 0.250 0.094
C 1.123 -2.014 3.011 -0.366
N -2.809 -1.054 2.503 0.151
H 3.786 2.152 -1.811 0.048
H -8.093 -1.241 3.492 0.116
C 3.805 3.638 -0.443 -0.786
N 3.949 0.154 -2.339 0.034
H 2.602 -1.249 4.570 0.082
O 3.540 4.807 -0.190 0.001
C -4.239 -0.999 2.398 -0.381
H -2.636 -2.042 2.624 0.089
H 3.439 -0.636 -1.970 0.029
H -4.746 3.496 1.240 0.137
H -4.277 -2.844 3.540 0.146
H 4.828 0.203 -1.844 0.085
O 2.495 -1.772 1.164 -0.200
C -2.537 -0.621 -3.334 -0.088
H 1.150 5.618 0.826 0.115
O 4.993 0.727 -5.984 -0.190
H -0.535 1.510 0.906 0.067
H -2.060 0.214 -2.820 0.081
H 2.002 -0.062 -4.370 0.083
C -1.231 -3.855 0.224 -0.064
C 1.876 -0.909 3.831 -0.048
H 0.036 -3.754 3.524 0.049
H 5.558 1.370 -4.071 0.111
N 0.871 1.393 -1.032 0.196
O -6.221 -2.119 3.499 -0.001
H -3.073 -2.364 -1.464 0.104
H 1.415 -3.465 1.527 0.107
C 2.091 -2.768 2.022 -0.238
```

## Properties
**Strongest force on any atom**: 0.1716 Eh/bohr
**Total charge**: +1
**Total energy**: -2056.64271 Eh
**E_LUMO (alpha / beta)**: -2.385 / -8.533 eV
**Relative energy (zero: lowest compared OMol25 entry of this formula, charge and spin)**: 0.0 kJ/mol
**Spin multiplicity**: 2

=====

(2)
ORCA calculation (ωB97M-V/def2-TZVPD) on a cluster of 10 separate species, C20H60O10 in total.

The geometry in XYZ format:
```
90
Properties=species:S:1:pos:R:3:lowdin_charge:R:1
H 31.112 8.918 21.422 0.074
O 26.748 2.575 12.543 -0.083
H 25.868 6.305 11.733 0.099
C 24.941 7.435 13.093 -0.290
O 27.065 8.865 16.905 -0.105
C 27.875 10.846 17.941 -0.098
H 28.490 1.625 13.204 0.109
H 22.935 8.355 13.074 0.073
C 27.896 5.866 14.945 -0.068
H 24.713 1.000 16.297 0.112
C 24.012 2.640 15.081 -0.080
H 26.071 0.268 14.496 0.089
H 26.018 2.096 15.755 0.099
H 28.337 11.228 18.856 0.070
H 24.198 9.040 11.921 0.079
O 29.814 6.846 20.148 -0.087
H 23.314 5.994 17.743 0.069
C 23.776 8.162 12.409 -0.072
C 28.451 3.379 19.444 -0.266
C 28.812 2.629 11.396 -0.092
H 28.538 8.290 9.862 0.107
H 32.452 7.844 21.930 0.072
C 32.508 3.985 18.529 -0.080
H 28.425 11.170 17.057 0.072
C 24.327 7.008 19.430 -0.295
O 25.289 0.803 14.328 -0.100
H 28.503 4.715 21.232 0.073
H 26.974 7.910 17.074 0.021
H 31.849 7.118 19.839 0.106
H 28.317 6.866 15.058 0.086
H 33.279 3.502 19.129 0.086
C 31.380 7.909 21.732 -0.085
H 25.181 6.348 19.545 0.100
H 27.687 3.165 21.446 0.078
O 27.187 6.123 17.216 -0.102
H 26.527 4.581 16.026 0.103
H 29.744 6.064 19.579 0.038
H 32.884 4.969 18.243 0.085
C 32.054 3.159 17.368 -0.299
C 26.770 5.642 15.945 -0.270
H 24.582 8.057 19.602 0.107
H 29.365 6.906 11.760 0.059
H 29.266 2.691 19.686 0.112
O 28.988 4.460 18.673 -0.137
H 30.742 7.549 10.794 0.068
H 31.349 5.877 21.045 0.105
H 28.431 1.809 10.787 0.078
H 27.772 5.472 17.627 0.057
H 26.931 11.392 17.876 0.070
H 25.931 6.244 15.597 0.090
H 22.848 7.685 17.933 0.074
H 24.378 7.271 17.286 0.055
C 29.920 7.801 11.472 -0.091
H 29.627 4.152 18.003 0.052
H 23.703 3.302 15.888 0.075
C 28.947 8.735 10.775 -0.334
H 24.648 6.487 13.549 0.104
O 30.912 3.764 16.758 -0.086
H 31.666 4.152 19.203 0.058
H 30.412 8.233 12.342 0.073
C 31.140 6.873 20.638 -0.341
H 29.445 9.648 10.442 0.107
O 27.925 9.121 11.668 -0.093
O 25.933 7.189 12.101 -0.106
H 27.345 8.358 11.822 0.033
H 23.139 2.115 14.693 0.083
H 32.830 2.990 16.618 0.117
H 28.479 3.423 13.351 0.086
C 27.901 3.961 20.729 -0.066
H 23.395 7.541 11.595 0.071
H 26.350 2.053 13.256 0.028
H 30.808 3.379 15.884 0.095
H 29.896 2.505 11.441 0.073
H 28.603 3.593 10.931 0.072
C 27.681 9.353 18.095 -0.317
H 27.580 5.818 13.899 0.059
H 28.735 5.170 15.030 0.055
C 25.062 1.641 15.484 -0.295
C 23.667 6.976 18.065 -0.087
C 28.155 2.566 12.755 -0.332
H 26.939 4.439 20.528 0.072
H 26.964 9.244 18.919 0.101
O 23.425 6.592 20.473 -0.093
H 27.685 2.888 18.841 0.112
H 31.795 2.170 17.763 0.113
H 25.384 8.065 13.866 0.116
H 22.752 7.276 20.541 0.073
H 30.867 7.667 22.663 0.071
H 28.574 8.791 18.373 0.104
H 24.368 3.242 14.243 0.070
```

## Properties
**Strongest force on any atom**: 0.0251 Eh/bohr
**Total energy**: -1550.29994 Eh
**E_LUMO**: -0.043 eV
**SMILES**: CCO.CCO.CCO.CCO.CCO.CCO.CCO.CCO.CCO.CCO
**Relative energy (zero: lowest compared OMol25 entry of this formula, charge and spin)**: 95.3 kJ/mol